Entry from the OMol25 dataset: C23H20N4O7S5Se2Sr as an isolated structure in a non-equilibrium geometry (the ωB97M-V functional and the def2-TZVPD basis).

Geometry as XYZ:
```
62
Properties=species:S:1:pos:R:3
Sr 0.0685 0.4738 -0.5671
O -3.5295 3.4873 2.6065
C -2.6663 2.7499 1.8254
C -3.1905 2.0323 0.7001
C -2.2975 1.3173 -0.0423
N -1.0763 1.4311 0.4406
C -0.4372 2.0256 1.4277
C -1.2877 2.7570 2.2039
C 1.1530 1.7707 1.5032
O 1.7330 2.3694 2.4803
O 1.7979 1.0102 0.6320
C -2.5033 0.3978 -1.3596
O -3.7249 0.3465 -1.7570
O -1.5164 -0.2393 -1.9700
H -4.4091 3.3726 2.2137
H -4.2351 2.0355 0.4249
H -0.9265 3.3095 3.0591
Se -0.9942 1.0135 -3.8774
Se 1.1296 -0.0660 -3.8784
C 0.3714 -1.6853 -3.1724
C 0.1377 -2.7695 -4.0245
C -0.4060 -3.9448 -3.5026
C -0.7098 -4.0248 -2.1420
C -0.4629 -2.9213 -1.3214
N 0.0685 -1.7858 -1.8490
C -0.2354 2.6328 -3.1721
C -0.0022 3.7169 -4.0246
C 0.5421 4.8922 -3.5032
C 0.8468 4.9723 -2.1428
C 0.6004 3.8689 -1.3219
N 0.0685 2.7334 -1.8490
H 0.3766 -2.7028 -5.0782
H -0.5906 -4.7919 -4.1505
H -1.1312 -4.9315 -1.7278
H -0.6926 -2.9679 -0.2654
H -0.2418 3.6501 -5.0781
H 0.7263 5.7392 -4.1513
H 1.2686 5.8790 -1.7290
H 0.8308 3.9156 -0.2661
N -3.1844 -2.6240 1.3256
C -2.4931 -2.1093 2.5695
C -1.3562 -1.1468 2.1539
O -0.6141 -0.7104 3.0561
O -1.3874 -0.9821 0.8888
H -4.1880 -2.4545 1.2970
H -2.9080 -3.5756 1.0840
H -2.7293 -2.0092 0.5995
H -2.1161 -2.9801 3.1108
H -3.2499 -1.5814 3.1552
C 5.0260 0.2949 2.1482
S 5.3402 -1.2906 1.3397
C 4.2148 -2.2992 2.2148
C 2.8643 -2.2468 2.1079
S 1.7938 -1.2515 1.1582
S 1.9945 -3.4082 3.1208
C 3.3887 -4.1706 3.8409
S 3.2971 -5.4194 4.9494
S 4.9038 -3.4892 3.2961
H 5.7952 1.0071 1.8362
H 5.0780 0.1930 3.2361
H 4.0551 0.7079 1.8687
H 2.0196 0.4738 -1.9508
```

- spin multiplicity = 1
- energy relative to the best compared isomer or geometry (same formula, charge and spin) (kcal/mol) = 0.0
- net charge = -2
- E_HOMO (spin up / spin down) (eV) = -0.91 / 0.42